ORCA calculation (the ωB97M-V functional and the def2-TZVPD basis) on a cluster of 2 separate species, C6H15N in total in a non-equilibrium geometry.

Properties
LUMO energy = 0.129 eV
energy above the lowest of the compared OMol25 structures with the same formula, charge and spin = 411.8 kJ/mol

Structure (ORCA input):
```
! RIJCOSX wB97M-V def2-TZVPD def2/J DEFGRID3
* xyz 0 1
C -1.7533 -1.5420 0.9061
N -0.6737 -0.5903 0.9571
C -0.6517 0.2662 -0.0314
C 0.6577 1.1113 0.0009
C 1.8910 0.3902 0.5468
C 2.4502 -0.5912 -0.4801
C -1.8954 1.1355 -0.2719
H -2.6650 -1.3944 1.5103
H -1.3451 -2.5169 1.1824
H -2.2630 -1.6263 -0.0815
H -0.4386 -0.4167 -1.0846
H -0.3434 -0.4638 -1.9613
H 0.8708 1.6023 -0.9476
H 0.3464 1.8540 0.7626
H 2.6796 1.1029 0.7884
H 1.5973 -0.1069 1.4744
H 2.6190 -0.0579 -1.4241
H 1.8656 -1.4761 -0.6913
H 3.4568 -0.9319 -0.1849
H -1.4736 2.0275 -0.7697
H -2.2470 1.4844 0.7084
H -2.6848 0.7399 -0.9088
*
```

ORCA calculation (the ωB97M-V functional and the def2-TZVPD basis) on a structure of composition H26O13Xe in a non-equilibrium geometry.

Properties
LUMO energy = 0.025 eV
energy above the lowest of the compared OMol25 structures with the same formula, charge and spin = 63.1 kJ/mol

Structure (ORCA input):
```
! RIJCOSX wB97M-V def2-TZVPD def2/J DEFGRID3
* xyz 0 1
Xe -0.3291 -0.0271 -0.3447
O 0.1804 -4.2405 -1.5453
H 0.8813 -3.6608 -1.2472
H 0.3869 -5.0885 -1.1522
O -3.1428 2.6797 0.5186
H -3.1467 1.7897 0.8709
H -3.6765 3.1834 1.1332
O 1.4256 -1.3427 -3.2799
H 2.0087 -1.7813 -3.8995
H 1.7801 -1.5639 -2.4188
O 0.3142 1.1108 -3.4192
H -0.6283 0.9821 -3.5253
H 0.6809 0.2268 -3.4396
O -1.9741 -1.9049 2.3000
H -2.4922 -2.4715 1.7283
H -1.8783 -2.4050 3.1105
O 3.1089 1.3703 0.8681
H 3.6031 1.5239 1.6733
H 3.6996 1.6467 0.1675
O 1.9446 2.8263 -2.3409
H 2.7700 2.3552 -2.4558
H 1.2988 2.2963 -2.8080
O 0.9133 -2.8624 1.9335
H 1.2657 -2.0393 2.2719
H 0.0370 -2.6378 1.6207
O 2.1399 -2.2771 -0.7596
H 1.7054 -1.7759 -0.0694
H 2.8255 -2.7668 -0.3052
O -2.8780 2.4486 -2.2701
H -3.1190 2.4482 -1.3438
H -2.4192 3.2788 -2.3984
O -3.5763 0.2791 1.8986
H -4.1064 0.5327 2.6541
H -3.0142 -0.4236 2.2249
O 2.0232 -0.4207 2.5847
H 2.1502 0.1618 1.8359
H 1.3538 0.0121 3.1147
O -0.8036 2.6568 2.4987
H 0.0708 2.9265 2.2180
H -1.3832 2.9540 1.7972
*
```

ORCA calculation (the ωB97M-V functional and the def2-TZVPD basis) on a cluster of 3 separate species, CH8NO2 in total in a non-equilibrium geometry.

Properties
LUMO energy = -5.232 eV
energy above the lowest of the compared OMol25 structures with the same formula, charge and spin = 90.2 kJ/mol

Structure (ORCA input):
```
! RIJCOSX wB97M-V def2-TZVPD def2/J DEFGRID3
* xyz 1 1
C -0.3422 0.7281 -0.5955
N -0.9839 -0.1551 0.0936
H -0.6394 1.7226 -0.2451
H 0.2122 0.4751 -1.4976
H -0.6478 -1.1069 0.0216
H -1.7751 0.1105 0.6826
H 1.4618 -2.6624 -1.5460
H 0.6259 -3.5455 -0.6924
O 0.5566 -2.7306 -1.2163
H 1.3301 2.0134 1.7811
H 0.3694 3.2455 1.7137
O 0.4343 2.2961 1.5739
*
```

ORCA calculation (the ωB97M-V functional and the def2-TZVPD basis) on a structure of composition C11H13Cl5N4OPdSi in a non-equilibrium geometry.

Properties
LUMO energy = -1.249 eV
energy above the lowest of the compared OMol25 structures with the same formula, charge and spin = 67.2 kJ/mol

Structure (ORCA input):
```
! RIJCOSX wB97M-V def2-TZVPD def2/J DEFGRID3
* xyz 0 1
Pd 0.0031 -1.4323 -0.4686
Cl 0.7439 3.3789 4.6571
C 0.2889 2.5891 3.2016
C 0.1405 1.2048 3.1742
Cl 0.4256 0.2817 4.5912
C -0.2309 0.5676 2.0051
Cl -0.3792 -1.1531 1.9772
C -0.4639 1.2715 0.7970
O -0.8218 0.6843 -0.2852
C -0.2888 2.6787 0.8641
Cl -0.5314 3.5853 -0.5765
C 0.0774 3.3222 2.0344
Cl 0.3042 5.0220 2.0546
C 3.0826 0.0152 0.2311
Si 2.3537 -1.4785 -0.8074
C 3.1367 -3.1156 -0.0948
C 3.0540 -1.3752 -2.6166
H 4.1624 0.0524 0.1293
H 2.8543 -0.0741 1.2897
H 2.6807 0.9678 -0.1023
H 4.2197 -3.0476 -0.1215
H 2.8490 -3.9725 -0.6960
H 2.8398 -3.3150 0.9307
H 4.1394 -1.3618 -2.5824
H 2.7196 -0.4906 -3.1489
H 2.7563 -2.2424 -3.1977
N -5.6164 -0.0497 -1.4757
C -4.2848 -0.2168 -1.3338
N -3.5728 0.7219 -0.7009
N -3.7887 -1.3308 -1.8014
C -2.5838 -1.7399 -1.7254
N -1.5716 -2.3213 -1.7809
H -6.0577 0.8275 -1.2680
H -6.1068 -0.7179 -2.0450
H -3.9835 1.6127 -0.4854
H -2.5498 0.6514 -0.6217
*
```

Question: The lowest energy above the lowest of the compared OMol25 structures with the same formula, charge and spin belongs to which entry?
Answer: H26O13Xe

Question: What is the LUMO energy in the first record?
Answer: 0.129 eV